No. 1
# C5H13NO2

An isolated molecule of C5H13NO2 (ωB97M-V/def2-TZVPD, the OMol25 dataset).

Properties
highest occupied orbital energy	-9.867	eV
LUMO energy	0.85	eV
frontier orbital gap	10.72	eV
2S+1	1
SMILES	C[C@@H](O)C(N)[C@@H](C)O
relative energy (zero: lowest compared OMol25 entry of this formula, charge and spin)	124.7	kJ/mol
total charge	0

Positions of all 21 atoms, in Å:
1 C -0.9146 -1.6942 0.9368
2 C -1.0765 -0.2338 0.5260
3 O -1.9107 0.3727 1.5295
4 C 0.2579 0.5593 0.4534
5 N -0.0390 2.0264 0.5411
6 C 1.1757 0.3135 -0.7848
7 C 1.0209 -0.9941 -1.5370
8 O 0.9983 1.3629 -1.7513
9 H -1.8475 -2.0889 1.3550
10 H -0.6404 -2.3311 0.0939
11 H -0.1507 -1.8052 1.7141
12 H -1.6268 -0.1694 -0.4193
13 H -2.0560 1.2840 1.2086
14 H 0.8380 0.3110 1.3521
15 H 0.8405 2.5353 0.4042
16 H -0.2925 2.2266 1.5132
17 H 2.2163 0.3953 -0.4456
18 H 0.0158 -1.0878 -1.9622
19 H 1.7086 -1.0186 -2.3904
20 H 1.2415 -1.8578 -0.9068
21 H 0.2411 1.8940 -1.4305


No. 2
# C5H13NO2

A cluster of 3 separate species, C5H13NO2 in total (ωB97M-V/def2-TZVPD, the OMol25 dataset).

Properties
highest occupied orbital energy	-7.098	eV
LUMO energy	-2.70	eV
frontier orbital gap	4.40	eV
2S+1	1
relative energy (zero: lowest compared OMol25 entry of this formula, charge and spin)	570.3	kJ/mol
total charge	0

Positions of all 21 atoms, in Å:
1 N 0.7732 1.0093 -0.6024
2 C -0.1183 -0.0412 -0.5446
3 C -1.5225 0.3495 -0.8860
4 C 0.3976 -3.5687 0.7245
5 C -0.3027 -2.5635 -0.1823
6 C 0.2719 -1.3038 -0.1087
7 H 1.7242 0.7083 -0.8257
8 H 0.8463 1.5166 0.3083
9 H -1.5488 1.2408 -1.5271
10 H -1.9414 -0.4166 -1.5669
11 H 0.4011 -3.4262 1.8208
12 H 1.4663 -3.5566 0.4280
13 H -0.1539 -4.5078 0.5714
14 H -1.1558 -2.7524 -0.8192
15 H 1.3517 -1.3510 0.1637
16 H 0.2306 3.2445 0.5131
17 H 0.8820 3.9213 1.9717
18 O 0.7448 2.9943 1.7626
19 H 0.0048 4.5244 -0.6495
20 H -2.2590 0.3882 -0.0795
21 O -0.0921 3.5905 -0.4722


No. 3
# C5H13NO2

An isolated molecule of C5H13NO2 (ωB97M-V/def2-TZVPD, the OMol25 dataset).

Properties
highest occupied orbital energy	-8.906	eV
LUMO energy	0.84	eV
frontier orbital gap	9.75	eV
2S+1	1
SMILES	C[C@H](NCO)[C@@H](C)O
relative energy (zero: lowest compared OMol25 entry of this formula, charge and spin)	270.3	kJ/mol
total charge	0

Positions of all 21 atoms, in Å:
1 C -0.8603 1.3572 -0.7117
2 C -0.1694 -0.0111 -0.3783
3 N -0.2291 -0.3150 1.0711
4 C -1.6128 -0.5944 1.4574
5 O -2.5705 0.3520 1.9180
6 C 1.3386 0.1064 -0.9137
7 C 2.1543 -1.1489 -0.3752
8 O 1.1334 0.0891 -2.2917
9 H -1.9294 1.4274 -0.6670
10 H -0.4854 1.4707 -1.7303
11 H -0.4001 2.1722 -0.1149
12 H -0.5960 -0.9235 -0.8728
13 H 0.2083 0.4395 1.5816
14 H -2.1489 -1.1366 0.6612
15 H -1.4430 -1.3941 2.1784
16 H -2.3697 0.4103 2.8573
17 H 1.9019 0.9844 -0.5114
18 H 1.4519 -1.5787 0.3731
19 H 2.8963 -0.6514 0.2687
20 H 2.2510 -1.9530 -1.1043
21 H 1.4789 0.8976 -2.6955


No. 4
# C5H13NO2

A cluster of 3 separate species, C5H13NO2 in total (ωB97M-V/def2-TZVPD, the OMol25 dataset).

Properties
highest occupied orbital energy	-8.051	eV
LUMO energy	0.57	eV
frontier orbital gap	8.62	eV
2S+1	1
SMILES	C/C=C/C=C/N.O.O
relative energy (zero: lowest compared OMol25 entry of this formula, charge and spin)	205.2	kJ/mol
total charge	0

Positions of all 21 atoms, in Å:
1 C 1.3518 -3.3869 1.5408
2 C 1.1106 -2.2207 0.6591
3 C 0.9470 -0.9507 1.0362
4 C 0.7034 0.2205 0.1819
5 C 0.3937 1.4085 0.7159
6 N 0.1082 2.5453 -0.0568
7 H 0.4881 -3.9961 1.8229
8 H 2.0914 -4.0341 1.0684
9 H 1.7392 -3.0713 2.5152
10 H 1.0774 -2.4053 -0.4131
11 H 0.9564 -0.8087 2.1182
12 H 0.9981 0.0457 -0.8497
13 H 0.0774 1.3291 1.7504
14 H 0.4115 3.4076 0.3684
15 H 0.6183 2.4834 -0.9280
16 O -2.4296 2.4809 -3.0506
17 H -2.0628 3.3048 -3.4362
18 H -1.8843 2.3597 -2.2844
19 O -2.3936 0.1375 -0.7385
20 H -1.6241 0.6466 -0.4449
21 H -2.6783 0.5040 -1.5751


No. 5
# C5H13NO2

A cluster of 2 separate species, C5H13NO2 in total (ωB97M-V/def2-TZVPD, the OMol25 dataset).

Properties
highest occupied orbital energy	-8.642	eV
LUMO energy	0.81	eV
frontier orbital gap	9.45	eV
2S+1	1
SMILES	C[C@@H](C=O)N(C)C.O
relative energy (zero: lowest compared OMol25 entry of this formula, charge and spin)	317.6	kJ/mol
total charge	0

Positions of all 21 atoms, in Å:
1 C 0.8290 -0.4210 1.6635
2 C 0.1698 -0.2218 0.3477
3 C -0.7794 -1.4171 0.1689
4 O -0.2431 -2.4760 -0.1654
5 N -0.6982 0.9214 0.0853
6 C -1.7106 1.1170 1.1890
7 C -0.0401 2.2757 -0.0149
8 H 1.2789 -1.3571 1.7701
9 H 0.1057 -0.4159 2.4439
10 H 1.6044 0.2719 1.8009
11 H 0.9506 -0.2930 -0.5156
12 H -1.8952 -1.2543 0.4219
13 H -2.2928 1.9506 0.9835
14 H -2.3422 0.1509 1.2327
15 H -1.2646 1.1942 2.1021
16 H -0.2138 2.7510 -1.0458
17 H 1.0315 2.2602 0.1164
18 H -0.4753 2.9577 0.7408
19 O 1.9388 -0.2753 -2.8527
20 H 2.6048 -0.8907 -3.2228
21 H 1.4175 0.2383 -3.4056


No. 6
# C5H13NO2

A cluster of 2 separate species, C5H13NO2 in total (ωB97M-V/def2-TZVPD, the OMol25 dataset).

Properties
highest occupied orbital energy	-9.292	eV
LUMO energy	0.63	eV
frontier orbital gap	9.92	eV
2S+1	1
SMILES	CCC(=O)N(C)C.O
relative energy (zero: lowest compared OMol25 entry of this formula, charge and spin)	112.1	kJ/mol
total charge	0

Positions of all 21 atoms, in Å:
1 C 0.0000 0.0000 0.0000
2 C 0.9842 -0.7752 -0.8862
3 C 0.5463 -2.1784 -1.3565
4 O -0.4902 -2.6562 -0.8951
5 N 1.2946 -2.8317 -2.2751
6 C 2.4346 -2.2229 -3.0473
7 C 0.9212 -4.2135 -2.6915
8 H -1.0589 -0.2293 -0.2070
9 H 0.2078 1.0315 -0.3309
10 H 0.1667 -0.0606 1.0886
11 H 1.1269 -0.1287 -1.7734
12 H 1.9602 -0.8592 -0.3706
13 H 3.2750 -2.9293 -2.9404
14 H 2.7492 -1.2403 -2.6572
15 H 2.1986 -2.1166 -4.1195
16 H -0.1055 -4.4921 -2.4003
17 H 1.6284 -4.8753 -2.1637
18 H 1.0343 -4.3722 -3.7771
19 O -3.1776 2.3728 -1.5507
20 H -2.3820 2.3056 -2.1259
21 H -3.5379 1.4578 -1.5178


No. 7
# C5H13NO2

A cluster of 3 separate species, C5H13NO2 in total (ωB97M-V/def2-TZVPD, the OMol25 dataset).

Properties
highest occupied orbital energy	-9.156	eV
LUMO energy	0.35	eV
frontier orbital gap	9.51	eV
2S+1	1
SMILES	C=C/C=C/CN.O.O
relative energy (zero: lowest compared OMol25 entry of this formula, charge and spin)	233.3	kJ/mol
total charge	0

Positions of all 21 atoms, in Å:
1 C -0.3482 -1.5430 2.5093
2 C -0.4076 -0.2140 2.6436
3 C 0.1615 0.6781 1.6247
4 C 0.6387 0.3322 0.4265
5 C 1.2941 1.3282 -0.4712
6 N 0.6866 1.2638 -1.8361
7 H -0.8256 -2.3043 3.1130
8 H 0.4669 -1.9343 1.9070
9 H -0.9946 0.2802 3.4034
10 H 0.2789 1.7338 1.8787
11 H 0.6705 -0.6675 0.0364
12 H 1.1731 2.3300 -0.0617
13 H 2.3384 1.0430 -0.5765
14 H -0.3198 1.1335 -1.7871
15 H 0.9682 2.0356 -2.4304
16 O -2.1313 0.0415 -0.9617
17 H -1.7432 -0.2201 -0.1259
18 H -2.4366 -0.7327 -1.4117
19 O 0.4658 -1.6082 -2.5227
20 H 0.8519 -0.7088 -2.5701
21 H 0.2918 -1.8962 -1.6307


No. 8
# C5H13NO2

A cluster of 2 separate species, C5H13NO2 in total (ωB97M-V/def2-TZVPD, the OMol25 dataset).

Properties
highest occupied orbital energy	-9.801	eV
LUMO energy	0.92	eV
frontier orbital gap	10.72	eV
2S+1	1
SMILES	CC1(N)OO1.CCC
relative energy (zero: lowest compared OMol25 entry of this formula, charge and spin)	374.6	kJ/mol
total charge	0

Positions of all 21 atoms, in Å:
1 C -2.3973 0.6007 -1.0450
2 C -2.0873 -0.8626 -0.8584
3 N -2.0530 -1.2721 0.4757
4 O -2.6090 -1.7514 -1.7536
5 O -1.2260 -1.4558 -1.7776
6 H -2.4563 0.8207 -2.1100
7 H -3.3462 0.8272 -0.5684
8 H -1.6121 1.2038 -0.5876
9 H -1.4958 -0.6760 1.0672
10 H -1.7974 -2.2450 0.5791
11 C 2.5345 1.2356 1.3888
12 C 1.3898 0.7541 0.5060
13 C 1.6896 -0.5992 -0.1252
14 H 2.7365 0.5058 2.1752
15 H 3.4414 1.3663 0.8044
16 H 2.2862 2.1889 1.8564
17 H 1.2049 1.4896 -0.2808
18 H 0.4824 0.6813 1.1128
19 H 1.8307 -1.3571 0.6428
20 H 2.6024 -0.5429 -0.7176
21 H 0.8821 -0.9120 -0.7843


No. 9
# C5H13NO2

A cluster of 3 separate species, C5H13NO2 in total (ωB97M-V/def2-TZVPD, the OMol25 dataset).

Properties
highest occupied orbital energy (alpha / beta)	-14.148 / -14.589	eV
LUMO energy (alpha / beta)	-4.42 / -7.44	eV
frontier orbital gap (alpha / beta)	9.73 / 7.15	eV
2S+1	2
relative energy (zero: lowest compared OMol25 entry of this formula, charge and spin)	84.0	kJ/mol
total charge	+1

Positions of all 21 atoms, in Å:
1 C 0.6790 -1.2030 -1.4331
2 N 2.0420 1.3503 -0.4397
3 C 1.3703 0.4827 0.3925
4 C 0.8218 -0.7074 -0.0488
5 C 0.1795 -1.5323 0.9519
6 C 0.5384 -1.6469 2.2482
7 H 0.9147 -2.2681 -1.4486
8 H 1.3217 -0.7174 -2.1625
9 H -0.3595 -1.1318 -1.7673
10 H 2.4050 0.8692 -1.2636
11 H 1.5248 2.1797 -0.7412
12 H 1.4019 0.7998 1.4244
13 H -0.6100 -2.1752 0.5750
14 H 1.3483 -1.1297 2.7446
15 H -0.0652 -2.2876 2.8786
16 H -1.6649 3.1828 1.1892
17 H -1.6063 1.6607 0.8257
18 O -1.9923 2.5051 0.5902
19 H -2.9012 -0.1842 -1.5029
20 H -2.9285 1.3308 -1.3020
21 O -2.4196 0.6227 -1.7106


No. 10
# C5H13NO2S

A cluster of 3 separate species, C5H13NO2S in total (ωB97M-V/def2-TZVPD, the OMol25 dataset).

Properties
highest occupied orbital energy	-9.207	eV
LUMO energy	-0.69	eV
frontier orbital gap	8.52	eV
2S+1	1
SMILES	C=S(=O)=O.C=C(C)C.N
relative energy (zero: lowest compared OMol25 entry of this formula, charge and spin)	494.9	kJ/mol
total charge	0

Positions of all 22 atoms, in Å:
1 C -1.4838 2.8147 -1.1411
2 S -2.3144 1.4166 -0.7589
3 O -2.8014 1.2156 0.6115
4 O -3.0139 0.7857 -1.8210
5 H -1.0330 2.8750 -2.0666
6 H -1.0133 3.2476 -0.3222
7 C -0.3587 -0.3606 -1.8680
8 C -0.5203 -0.3187 -0.5279
9 C -1.4461 -1.2956 0.1317
10 C 0.3585 0.5577 0.3943
11 H -0.9504 -1.0308 -2.5598
12 H 0.2931 0.0647 -2.4977
13 H -2.2285 -1.4632 -0.5255
14 H -0.9711 -2.0736 0.4957
15 H -1.9038 -0.8169 0.9931
16 H -0.4890 0.8577 1.0538
17 H 0.6768 1.3681 -0.1956
18 H 1.0168 -0.1249 0.8614
19 N 4.4749 -2.2488 2.3137
20 H 3.7522 -1.5643 2.4477
21 H 5.0093 -1.6970 1.7751
22 H 4.9460 -2.2089 3.2063


No. 11
# C5H13NO2Si

A cluster of 2 separate species, C5H13NO2Si in total (ωB97M-V/def2-TZVPD, the OMol25 dataset).

Properties
highest occupied orbital energy (alpha / beta)	-8.620 / -9.016	eV
LUMO energy (alpha / beta)	-0.95 / -0.46	eV
frontier orbital gap (alpha / beta)	7.67 / 8.56	eV
2S+1	1
relative energy (zero: lowest compared OMol25 entry of this formula, charge and spin)	803.8	kJ/mol
total charge	0

Positions of all 22 atoms, in Å:
1 C 2.8000 -1.2001 0.2659
2 C 1.7706 -0.6888 0.8500
3 C -1.8856 -1.8370 0.0214
4 C -0.9873 1.8818 1.7398
5 C -0.6762 0.3639 0.0092
6 N 0.5113 0.8478 -0.5856
7 O -0.7465 -1.0329 -0.2174
8 O -0.6816 0.5487 1.4289
9 Si 0.7923 0.9588 -2.2418
10 H 3.4686 -1.8748 0.7789
11 H 3.1188 -1.2045 -0.8314
12 H 1.0439 -0.8643 1.6545
13 H -2.5100 -2.1285 -0.8950
14 H -2.6106 -1.4631 0.7796
15 H -1.6142 -2.8773 0.5236
16 H -1.6393 2.2914 1.0181
17 H -0.1112 2.5807 1.6631
18 H -1.5041 1.8119 2.7996
19 H -1.4649 1.0711 -0.3188
20 H 1.8695 0.0130 -2.5244
21 H 1.4451 2.1299 -2.7719
22 H -0.3885 0.6724 -3.1464


No. 12
# C5H13NO3

An isolated molecule of C5H13NO3 (ωB97M-V/def2-TZVPD, the OMol25 dataset).

Properties
highest occupied orbital energy	-8.790	eV
LUMO energy	0.90	eV
frontier orbital gap	9.68	eV
2S+1	1
SMILES	CO[C@H](O)[C@@H](O)N(C)C
relative energy (zero: lowest compared OMol25 entry of this formula, charge and spin)	278.1	kJ/mol
total charge	0

Positions of all 22 atoms, in Å:
1 C 2.9707 0.3867 0.8483
2 O 2.0483 -0.6896 0.8022
3 C 0.4752 -0.3378 1.1228
4 O -0.0284 -1.4661 1.6268
5 C 0.0001 -0.1510 -0.3486
6 O 0.5608 -1.2458 -0.9889
7 N -1.4525 -0.1613 -0.4199
8 C -2.0406 0.9825 0.2534
9 C -1.8986 -0.2678 -1.8007
10 H 3.9532 -0.0083 0.5906
11 H 2.7025 1.1752 0.1372
12 H 3.0043 0.8120 1.8542
13 H 0.4626 0.5000 1.8195
14 H -0.1107 -2.0556 0.8271
15 H 0.4202 0.8074 -0.7371
16 H 1.6105 -1.2157 -0.4256
17 H -3.1223 0.9430 0.1321
18 H -1.6896 1.9452 -0.1551
19 H -1.8151 0.9425 1.3190
20 H -1.4120 -1.1246 -2.2584
21 H -2.9797 -0.4037 -1.8104
22 H -1.6590 0.6330 -2.3884